(1)
C54H135N9 | the ωB97M-V functional and the def2-TZVPD basis

Each line ends with the Löwdin charge.
Positions of all 198 atoms, in Å:
C -2.70 5.76 0.24  -0.101
C -1.42 6.15 0.97  -0.184
N -0.26 5.32 0.50  -0.120
C 0.29 5.59 -0.90  -0.151
C 1.78 5.21 -1.01  -0.123
C -0.46 3.88 0.66  -0.277
C -0.62 3.44 2.07  -0.033
H -3.64 6.25 0.45  0.082
H -3.01 4.73 0.40  0.046
H -2.63 5.76 -0.85  0.068
H -1.17 7.15 0.61  0.108
H -1.58 6.08 2.04  0.107
H -0.36 5.04 -1.58  0.104
H 0.26 6.65 -1.18  0.115
H 2.12 5.88 -0.22  0.095
H 2.08 4.22 -0.69  -0.032
H 2.19 5.42 -2.00  0.130
H 0.41 3.33 0.31  0.051
H -1.17 3.47 -0.06  0.067
H 0.24 3.77 2.65  0.099
H -0.63 2.37 2.24  0.056
H -1.56 3.85 2.45  0.090
C 2.53 2.99 1.21  -0.245
C 3.36 4.28 1.35  -0.170
N 4.68 4.01 1.82  -0.164
C 4.81 3.43 3.17  -0.239
C 6.19 2.86 3.44  -0.104
C 5.57 5.20 1.69  -0.235
C 5.79 5.79 0.31  -0.085
H 3.15 2.41 0.52  0.073
H 1.58 3.19 0.72  0.042
H 2.26 2.44 2.11  0.124
H 3.28 4.76 0.37  0.079
H 2.87 4.91 2.09  0.131
H 4.40 4.04 3.97  0.118
H 4.20 2.52 3.18  0.102
H 6.97 3.58 3.69  0.058
H 6.20 2.12 4.24  0.071
H 6.68 2.42 2.57  0.078
H 6.57 4.94 2.05  0.092
H 5.29 6.04 2.33  0.111
H 6.87 5.87 0.15  0.069
H 5.32 6.77 0.18  0.070
H 5.42 5.17 -0.51  0.063
C -1.75 -0.09 8.66  -0.066
C -1.09 0.43 7.30  -0.251
N -1.47 -0.36 6.13  -0.190
C -0.74 0.16 4.95  -0.210
C -0.91 -0.72 3.67  -0.071
C -2.91 -0.45 5.94  -0.240
C -3.72 0.91 5.95  -0.066
H -2.82 0.09 8.69  0.048
H -1.39 0.52 9.49  0.061
H -1.42 -1.12 8.79  0.073
H -1.29 1.49 7.13  0.100
H 0.00 0.45 7.42  0.104
H -1.05 1.19 4.74  0.090
H 0.32 0.30 5.19  0.105
H -1.89 -0.63 3.20  -0.041
H -0.16 -0.60 2.89  0.075
H -0.87 -1.74 4.06  0.091
H -3.29 -0.98 6.81  0.094
H -3.23 -1.04 5.08  0.105
H -3.72 1.14 7.02  0.047
H -4.77 0.78 5.73  0.065
H -3.24 1.63 5.29  0.059
C 1.09 0.69 -2.63  -0.103
C 0.58 -0.07 -3.85  -0.241
N -0.77 0.27 -4.23  -0.138
C -1.74 0.09 -3.13  -0.197
C -1.92 -1.30 -2.54  -0.094
C -1.13 -0.40 -5.48  -0.233
C -2.16 0.48 -6.22  -0.090
H 1.06 1.78 -2.68  0.087
H 2.11 0.40 -2.39  0.001
H 0.47 0.36 -1.80  0.051
H 1.24 0.22 -4.66  0.078
H 0.77 -1.12 -3.62  0.124
H -2.74 0.42 -3.43  0.113
H -1.52 0.76 -2.29  0.058
H -2.65 -1.43 -1.74  0.108
H -1.00 -1.69 -2.10  0.036
H -2.18 -2.02 -3.32  0.092
H -0.23 -0.44 -6.09  0.112
H -1.57 -1.39 -5.42  0.105
H -1.88 1.46 -6.61  0.070
H -2.54 0.00 -7.12  0.063
H -3.02 0.62 -5.57  0.046
C -2.13 1.61 -0.55  -0.175
C -2.58 2.95 -1.35  -0.162
N -3.98 2.89 -1.84  -0.167
C -4.93 2.96 -0.76  -0.281
C -6.06 1.91 -0.95  -0.072
C -4.34 3.86 -2.93  -0.244
C -3.91 3.47 -4.29  -0.104
H -2.39 0.76 -1.19  0.093
H -2.57 1.51 0.43  0.082
H -1.05 1.67 -0.41  0.091
H -2.46 3.89 -0.81  0.028
H -1.94 3.02 -2.23  0.115
H -4.53 2.77 0.24  0.106
H -5.39 3.96 -0.75  0.106
H -6.54 2.26 -1.86  0.063
H -5.63 0.93 -1.12  0.063
H -6.60 1.85 0.00  0.068
H -3.92 4.82 -2.63  0.107
H -5.42 3.87 -3.04  0.111
H -4.52 3.98 -5.03  0.079
H -4.17 2.43 -4.50  0.059
H -2.84 3.34 -4.49  0.071
C 3.67 0.20 -4.40  -0.051
C 4.19 0.08 -2.94  -0.178
N 3.38 0.73 -1.84  -0.224
C 3.91 0.39 -0.48  -0.157
C 3.69 -1.16 -0.22  -0.083
C 3.24 2.20 -2.04  -0.134
C 2.16 2.87 -1.23  -0.173
H 4.09 -0.71 -4.82  0.077
H 4.07 1.04 -4.96  0.078
H 2.58 0.11 -4.49  0.018
H 4.31 -0.97 -2.68  0.098
H 5.25 0.29 -2.77  0.109
H 4.98 0.61 -0.51  0.118
H 3.35 0.90 0.29  0.069
H 2.88 -1.66 -0.75  0.066
H 4.68 -1.61 -0.25  0.073
H 3.59 -1.27 0.86  0.083
H 3.00 2.30 -3.10  0.118
H 4.18 2.73 -1.86  0.133
H 1.17 2.42 -1.30  0.096
H 2.01 3.90 -1.54  0.005
H 2.50 2.73 -0.20  -0.024
C -0.21 -4.40 1.50  -0.155
C -0.30 -5.77 2.15  -0.228
N -0.48 -6.94 1.27  -0.163
C 0.00 -8.19 1.95  -0.259
C 1.52 -8.27 1.96  -0.084
C -1.92 -6.98 0.94  -0.212
C -2.09 -7.71 -0.44  -0.076
H 0.38 -4.40 0.58  0.052
H 0.35 -3.81 2.23  0.116
H -1.19 -3.96 1.32  0.106
H 0.64 -5.91 2.67  0.099
H -1.06 -5.67 2.93  0.113
H -0.46 -8.27 2.93  0.106
H -0.44 -9.06 1.46  0.105
H 1.80 -8.59 0.96  0.071
H 2.03 -7.34 2.21  0.064
H 1.75 -9.09 2.64  0.071
H -2.28 -5.99 0.66  0.097
H -2.48 -7.45 1.75  0.110
H -1.36 -8.51 -0.56  0.067
H -1.99 -7.07 -1.32  0.018
H -3.07 -8.18 -0.46  0.072
C -1.59 -3.57 -1.25  -0.140
C -0.45 -3.77 -2.21  -0.249
N -0.20 -5.21 -2.49  -0.132
C 1.16 -5.41 -3.05  -0.204
C 2.33 -5.25 -1.98  -0.048
C -1.27 -5.65 -3.40  -0.255
C -1.40 -7.16 -3.51  -0.098
H -2.55 -3.71 -1.75  0.101
H -1.71 -2.57 -0.82  0.008
H -1.47 -4.26 -0.42  0.073
H -0.56 -3.22 -3.15  0.103
H 0.47 -3.36 -1.81  0.067
H 1.27 -4.78 -3.93  0.106
H 1.34 -6.38 -3.52  0.097
H 2.37 -4.23 -1.62  0.037
H 3.31 -5.49 -2.40  0.066
H 2.17 -5.87 -1.10  0.067
H -2.25 -5.28 -3.13  0.105
H -1.18 -5.17 -4.37  0.113
H -2.22 -7.56 -4.10  0.081
H -0.51 -7.61 -3.94  0.063
H -1.43 -7.75 -2.60  0.029
C 0.28 -2.95 0.09  -0.228
C -0.65 -1.76 0.10  -0.211
N -0.06 -0.54 0.78  -0.095
C -1.21 0.40 0.83  -0.319
C -2.39 0.05 1.71  -0.076
C 1.14 -0.02 0.12  -0.136
C 1.62 1.44 0.71  -0.181
H 0.78 -2.95 1.06  0.098
H 1.01 -2.88 -0.71  0.075
H -0.19 -3.93 0.06  -0.016
H -1.12 -1.48 -0.85  0.040
H -1.44 -2.13 0.75  0.130
H -0.87 1.31 1.33  0.070
H -1.60 0.57 -0.17  -0.034
H -2.77 0.95 2.22  0.105
H -3.23 -0.24 1.09  0.102
H -2.23 -0.74 2.45  0.006
H 1.17 -0.11 -0.97  0.055
H 1.94 -0.72 0.32  0.044
H 1.04 2.27 0.32  0.022
H 2.64 1.81 0.53  -0.062
H 1.40 1.46 1.77  0.111

Its spin multiplicity is 1. The calculation puts the frontier orbital gap at 7.5 eV. Its HOMO energy is -6.88 eV. For the max |F|, the calculation gives 13.6 eV/Å. For the total energy, the calculation gives -71548.606 eV. The value obtained for the lowest unoccupied orbital energy is 0.62 eV.

---

(2)
C54H135N9O18 | the ωB97M-V functional and the def2-TZVPD basis

Each line ends with the Löwdin charge.
Positions of all 216 atoms, in Å:
C 1.48 -2.45 -0.94  -0.123
O 1.24 -3.43 0.03  -0.179
C 0.72 -2.95 1.27  -0.182
C 1.63 -2.04 2.08  -0.176
N 0.89 -0.91 2.70  -0.042
C 1.71 0.12 3.36  -0.209
C 0.88 1.28 3.89  -0.199
O 1.61 2.48 4.13  -0.197
C 2.47 2.38 5.25  -0.109
H 0.63 -1.77 -1.11  0.081
H 1.62 -3.07 -1.83  0.069
H 2.25 -1.70 -0.71  0.073
H 0.52 -3.84 1.86  0.118
H -0.15 -2.36 0.99  0.090
H 2.50 -1.71 1.50  0.111
H 2.12 -2.58 2.90  0.078
H 0.40 -0.44 1.93  0.067
H 2.54 0.44 2.71  0.128
H 2.37 -0.32 4.12  0.092
H 0.20 0.96 4.68  0.125
H 0.28 1.60 3.03  0.096
H 2.98 3.34 5.40  0.088
H 3.21 1.59 5.16  0.083
H 1.89 2.34 6.18  0.090
C -0.33 5.40 -4.63  -0.105
O 0.74 5.04 -3.79  -0.208
C 1.40 3.84 -4.20  -0.217
C 2.93 3.96 -4.30  -0.188
N 3.38 4.65 -5.48  -0.047
C 3.21 3.94 -6.75  -0.205
C 3.68 4.92 -7.85  -0.239
O 2.73 5.95 -7.99  -0.199
C 3.02 6.91 -8.99  -0.105
H 0.13 5.64 -5.60  0.087
H -0.87 6.27 -4.25  0.088
H -0.97 4.53 -4.80  0.084
H 0.91 3.37 -5.06  0.112
H 1.14 3.09 -3.44  0.084
H 3.36 2.97 -4.15  0.111
H 3.15 4.54 -3.40  0.114
H 3.08 5.61 -5.62  0.110
H 2.19 3.64 -7.02  0.110
H 3.81 3.03 -6.82  0.116
H 3.70 4.26 -8.73  0.118
H 4.67 5.30 -7.60  0.126
H 2.13 7.52 -9.13  0.087
H 3.48 6.47 -9.88  0.086
H 3.78 7.60 -8.62  0.085
C -7.80 -3.83 0.79  -0.054
O -9.07 -3.24 1.20  -0.191
C -8.97 -1.98 1.83  -0.226
C -9.26 -0.79 0.91  -0.211
N -8.48 -0.68 -0.34  -0.049
C -9.30 -0.03 -1.38  -0.192
C -8.43 0.16 -2.61  -0.219
O -7.95 -1.12 -3.02  -0.185
C -7.18 -1.10 -4.19  -0.117
H -7.93 -4.87 0.51  0.087
H -7.14 -3.72 1.65  0.077
H -7.48 -3.23 -0.07  0.066
H -8.00 -1.74 2.29  0.110
H -9.73 -1.96 2.61  0.122
H -9.15 0.14 1.48  0.117
H -10.34 -0.86 0.73  0.111
H -8.45 -1.64 -0.69  0.077
H -9.51 0.93 -0.91  0.121
H -10.22 -0.57 -1.64  0.124
H -7.59 0.84 -2.42  0.096
H -8.98 0.65 -3.42  0.123
H -7.75 -1.13 -5.13  0.091
H -6.46 -1.92 -4.13  0.079
H -6.51 -0.23 -4.21  0.078
C 5.92 -5.70 2.16  -0.076
O 6.12 -5.24 0.82  -0.196
C 5.09 -4.44 0.26  -0.206
C 5.65 -3.85 -1.03  -0.189
N 4.62 -3.02 -1.73  -0.055
C 5.15 -2.52 -2.98  -0.193
C 4.06 -2.37 -4.06  -0.236
O 3.14 -3.43 -4.04  -0.196
C 2.30 -3.39 -5.18  -0.093
H 4.92 -5.41 2.48  0.064
H 6.65 -5.21 2.79  0.085
H 5.99 -6.78 2.09  0.089
H 4.74 -3.61 0.89  0.097
H 4.23 -5.05 -0.03  0.131
H 5.96 -4.64 -1.71  0.123
H 6.43 -3.11 -0.86  0.072
H 3.76 -3.50 -1.97  0.078
H 5.84 -3.31 -3.31  0.110
H 5.65 -1.54 -2.94  0.107
H 4.63 -2.44 -5.01  0.115
H 3.72 -1.33 -4.12  0.117
H 1.68 -4.29 -5.13  0.079
H 2.91 -3.29 -6.08  0.090
H 1.57 -2.58 -5.09  0.092
C -0.85 -4.10 -3.49  -0.092
O -2.04 -3.37 -3.71  -0.191
C -2.93 -3.25 -2.62  -0.226
C -3.73 -1.96 -2.71  -0.202
N -2.90 -0.83 -2.23  -0.045
C -3.31 0.47 -2.80  -0.176
C -4.60 1.02 -2.21  -0.232
O -4.31 1.58 -0.94  -0.194
C -5.51 2.14 -0.41  -0.102
H -0.15 -3.52 -2.89  0.067
H -0.55 -4.26 -4.52  0.080
H -0.99 -5.05 -2.96  0.093
H -2.44 -3.31 -1.65  0.123
H -3.61 -4.11 -2.73  0.123
H -4.64 -2.13 -2.13  0.107
H -4.01 -1.76 -3.75  0.113
H -3.15 -0.87 -1.24  0.056
H -3.37 0.40 -3.89  0.116
H -2.46 1.12 -2.63  0.102
H -5.25 0.16 -2.02  0.108
H -4.97 1.69 -2.99  0.126
H -5.78 3.02 -1.01  0.087
H -5.23 2.50 0.57  0.093
H -6.39 1.49 -0.51  0.067
C -0.08 -2.78 5.15  -0.099
O -1.47 -2.93 5.33  -0.201
C -2.16 -3.21 4.12  -0.206
C -3.63 -3.30 4.49  -0.180
N -4.25 -1.96 4.61  -0.054
C -3.67 -1.08 5.59  -0.221
C -3.77 -1.55 7.06  -0.209
O -5.16 -1.65 7.32  -0.205
C -5.38 -2.15 8.63  -0.115
H 0.13 -1.81 4.71  0.069
H 0.36 -3.61 4.59  0.071
H 0.43 -2.88 6.11  0.089
H -1.80 -4.19 3.80  0.127
H -2.02 -2.47 3.32  0.095
H -3.79 -3.91 5.38  0.116
H -4.25 -3.77 3.73  0.114
H -5.24 -2.00 4.80  0.106
H -4.16 -0.10 5.54  0.118
H -2.66 -0.72 5.39  0.108
H -3.34 -0.81 7.74  0.125
H -3.34 -2.55 7.16  0.109
H -6.43 -2.11 8.90  0.084
H -4.92 -1.43 9.32  0.082
H -4.96 -3.14 8.83  0.086
C 6.71 0.66 -0.80  -0.076
O 6.84 0.03 0.49  -0.193
C 6.46 -1.34 0.50  -0.233
C 6.73 -1.83 1.94  -0.163
N 5.49 -1.80 2.73  -0.036
C 5.67 -1.87 4.19  -0.199
C 4.48 -2.55 4.74  -0.216
O 4.52 -3.95 4.41  -0.217
C 3.40 -4.68 4.77  -0.127
H 7.25 0.06 -1.53  0.083
H 7.08 1.66 -0.65  0.086
H 5.66 0.77 -1.08  0.059
H 7.12 -1.91 -0.16  0.100
H 5.42 -1.48 0.19  0.109
H 7.49 -1.16 2.34  0.124
H 7.10 -2.85 1.80  0.108
H 4.95 -2.63 2.49  0.063
H 5.59 -0.82 4.49  0.120
H 6.62 -2.28 4.56  0.126
H 3.56 -2.10 4.35  0.094
H 4.50 -2.55 5.83  0.129
H 2.55 -4.49 4.10  0.072
H 3.17 -4.61 5.84  0.094
H 3.61 -5.74 4.59  0.088
C 2.51 7.51 -1.62  -0.115
O 3.73 6.80 -1.56  -0.213
C 4.53 7.05 -0.37  -0.171
C 4.41 5.83 0.59  -0.197
N 3.22 5.97 1.44  -0.052
C 2.82 4.67 2.02  -0.172
C 1.68 4.05 1.20  -0.200
O 0.82 5.16 0.97  -0.199
C -0.32 4.73 0.21  -0.072
H 1.88 7.00 -2.35  0.071
H 2.68 8.50 -2.06  0.084
H 1.95 7.57 -0.69  0.083
H 4.26 8.03 0.01  0.119
H 5.55 7.05 -0.77  0.111
H 5.30 5.62 1.18  0.111
H 4.24 4.95 -0.05  0.108
H 2.44 6.19 0.82  0.058
H 2.32 4.87 2.97  0.106
H 3.63 3.97 2.21  0.118
H 1.17 3.24 1.73  0.092
H 1.93 3.52 0.26  0.110
H -1.09 5.49 0.24  0.092
H -0.73 3.88 0.76  0.070
H -0.08 4.51 -0.83  0.082
C -5.22 -1.13 0.83  -0.098
O -3.91 -1.28 0.35  -0.218
C -2.87 -1.21 1.32  -0.171
C -2.06 0.09 1.26  -0.213
N -1.03 0.11 0.26  -0.048
C -0.62 1.48 -0.06  -0.197
C 0.41 1.47 -1.19  -0.211
O 1.67 1.08 -0.65  -0.188
C 2.70 1.23 -1.64  -0.082
H -5.97 -1.32 0.07  0.064
H -5.42 -0.15 1.26  0.092
H -5.45 -1.87 1.60  0.073
H -2.13 -1.93 0.93  0.110
H -3.11 -1.47 2.35  0.086
H -1.73 0.19 2.31  0.110
H -2.81 0.88 1.16  0.118
H -1.43 -0.30 -0.58  0.075
H -0.23 1.78 0.92  0.089
H -1.54 2.03 -0.30  0.114
H 0.43 2.49 -1.58  0.089
H -0.04 0.82 -1.94  0.124
H 3.55 0.58 -1.44  0.067
H 2.87 2.31 -1.64  0.081
H 2.36 0.95 -2.64  0.082

Its spin multiplicity is 1. The calculation puts the frontier orbital gap at 8.7 eV. The SMILES is COCCNCCOC.COCCNCCOC.COCCNCCOC.COCCNCCOC.COCCNCCOC.COCCNCCOC.COCCNCCOC.COCCNCCOC.COCCNCCOC. Its HOMO energy is -8.22 eV. For the max |F|, the calculation gives 2.3 eV/Å. For the total energy, the calculation gives -108437.450 eV. The value obtained for the lowest unoccupied orbital energy is 0.50 eV.